[1]
{"formula": "C46H49IN7SbTi", "method": "the ωB97M-V functional and the def2-TZVPD basis", "elements": ["Ti", "C", "C", "C", "C", "C", "C", "N", "Sb", "C", "C", "C", "C", "C", "C", "N", "C", "C", "C", "C", "C", "C", "N", "H", "H", "H", "H", "H", "H", "H", "H", "H", "H", "H", "H", "H", "H", "H", "H", "H", "H", "I", "C", "H", "H", "C", "N", "C", "C", "C", "C", "C", "C", "C", "C", "H", "H", "H", "H", "H", "H", "H", "H", "H", "H", "H", "H", "H", "N", "C", "C", "C", "C", "C", "C", "C", "C", "C", "C", "C", "C", "C", "H", "H", "H", "H", "H", "H", "H", "H", "H", "H", "N", "C", "C", "C", "N", "C", "C", "H", "H", "H", "H", "H", "H"], "coordinates": [[0.5231, -0.1705, 0.8330], [-0.3550, 0.7147, 4.1495], [0.6133, 1.7241, 3.6250], [0.6909, 2.9514, 4.2849], [1.6943, 3.8387, 3.9624], [2.6342, 3.4347, 3.0251], [2.4632, 2.2315, 2.3522], [1.4274, 1.4089, 2.5993], [4.2072, 1.7208, 1.2069], [3.8332, 2.8726, -0.5800], [4.0652, 4.2405, -0.5115], [3.9414, 4.9976, -1.6681], [3.6136, 4.3600, -2.8461], [3.4338, 2.9756, -2.8415], [3.1576, 2.2329, -4.1169], [3.5356, 2.2529, -1.7236], [3.8543, -0.2410, 0.4314], [4.9694, -1.0570, 0.5359], [5.0107, -2.2508, -0.1704], [3.9795, -2.5146, -1.0441], [2.8903, -1.6439, -1.1137], [1.8775, -1.8597, -2.1959], [2.7782, -0.5771, -0.3070], [-1.3466, 1.1521, 4.2878], [-0.4309, -0.1258, 3.4773], [0.0187, 0.3608, 5.1135], [-0.0270, 3.1714, 5.0651], [1.7771, 4.7955, 4.4627], [3.5006, 4.0544, 2.8248], [4.3646, 4.7081, 0.4201], [4.1207, 6.0661, -1.6498], [3.5170, 4.9131, -3.7730], [3.9961, 2.3228, -4.8108], [2.2710, 2.6303, -4.6150], [2.9974, 1.1804, -3.8936], [5.8026, -0.7599, 1.1596], [5.8519, -2.9255, -0.0767], [4.0003, -3.3802, -1.6942], [2.4093, -2.0620, -3.1291], [1.2671, -0.9696, -2.3261], [1.2288, -2.7130, -1.9963], [2.7803, -1.5683, 3.6672], [1.3484, -1.8168, 2.0779], [0.5929, -2.4631, 2.5253], [1.8954, -2.4659, 1.3939], [-4.4247, -3.0039, 2.9333], [-2.9523, -2.8456, 2.7774], [-2.3451, -2.3541, 4.0450], [-2.5293, -2.0347, 1.5365], [-2.7170, -0.5473, 1.6217], [-4.0284, -0.0549, 1.6485], [-4.2781, 1.3000, 1.7572], [-3.1987, 2.1662, 1.8320], [-1.9050, 1.6737, 1.7418], [-1.5916, 0.3125, 1.5867], [-4.6140, -3.7244, 3.7255], [-4.8427, -3.3563, 1.9934], [-4.8484, -2.0415, 3.1990], [-2.5726, -3.7736, 2.5925], [-2.7078, -1.3451, 4.2199], [-1.2665, -2.3449, 3.9410], [-2.6443, -3.0192, 4.8526], [-3.0866, -2.5107, 0.7275], [-1.4824, -2.2643, 1.4080], [-4.8685, -0.7375, 1.5580], [-5.2948, 1.6729, 1.7799], [-3.3647, 3.2336, 1.9319], [-1.1015, 2.3950, 1.7934], [-0.4078, -1.2718, -0.3645], [-1.0397, -2.0006, -1.1872], [-1.1440, -3.4852, -1.0276], [-2.1612, -4.2098, -1.6452], [-2.2995, -5.5728, -1.4060], [-1.4142, -6.2275, -0.5633], [-0.3718, -5.5183, 0.0276], [-0.2382, -4.1583, -0.2047], [-1.8203, -1.3701, -2.3106], [-2.8632, -0.5020, -1.9954], [-3.5702, 0.1385, -3.0029], [-3.2369, -0.0795, -4.3341], [-2.1957, -0.9402, -4.6536], [-1.4945, -1.5908, -3.6452], [-2.8558, -3.7068, -2.3069], [-3.0986, -6.1233, -1.8863], [-1.5180, -7.2913, -0.3861], [0.3492, -6.0330, 0.6529], [0.5766, -3.6049, 0.2361], [-3.0921, -0.2994, -0.9539], [-4.3790, 0.8120, -2.7464], [-3.7946, 0.4130, -5.1219], [-1.9341, -1.1124, -5.6909], [-0.6924, -2.2742, -3.9010], [-0.3443, 4.9141, -3.0697], [-0.0942, 3.8826, -2.2245], [0.4320, 4.0927, -0.9433], [0.6868, 3.0159, -0.1316], [0.4686, 1.7383, -0.4782], [-0.0211, 1.5450, -1.7147], [-0.3273, 2.5546, -2.5955], [-0.2328, 5.8649, -2.7724], [-0.7761, 4.7529, -3.9608], [0.6480, 5.0918, -0.5851], [1.0781, 3.1901, 0.8645], [-0.1914, 0.5244, -2.0070], [-0.7401, 2.2980, -3.5647]], "lowdin_spin": [0.876, 0.002, 0.002, 0.000, 0.001, 0.000, 0.002, 0.007, 0.001, 0.000, 0.000, 0.000, 0.000, 0.000, 0.000, 0.000, 0.002, 0.002, 0.000, 0.002, 0.001, 0.001, 0.006, 0.000, 0.001, 0.000, 0.000, 0.000, 0.000, 0.000, 0.000, 0.000, 0.000, 0.000, 0.000, 0.000, 0.000, 0.000, 0.000, 0.000, 0.001, -0.001, -0.011, -0.001, 0.000, 0.000, 0.001, 0.000, 0.002, 0.001, -0.001, 0.003, -0.001, 0.003, -0.007, 0.000, 0.000, 0.000, 0.000, 0.000, 0.000, 0.000, 0.001, 0.000, 0.000, 0.000, 0.000, 0.000, -0.055, 0.088, 0.001, 0.015, -0.002, 0.017, -0.002, 0.014, 0.007, 0.006, 0.000, 0.004, 0.000, 0.006, 0.001, -0.001, 0.001, -0.001, 0.001, 0.000, 0.000, 0.000, 0.000, 0.000, 0.000, 0.000, 0.000, 0.000, 0.000, 0.001, 0.000, 0.000, 0.000, 0.000, 0.000, 0.000, 0.000], "mol_weight_g_mol": 996.48, "spin_multiplicity": 2, "s_squared": 0.769, "relative_energy_ev": 0.000, "homo_energy_ev": [-8.998, -9.931], "charge": 1}


[2]
{"formula": "C6H17N5O2", "method": "the ωB97M-V functional and the def2-TZVPD basis", "elements": ["C", "C", "C", "C", "C", "C", "N", "N", "N", "N", "N", "O", "O", "H", "H", "H", "H", "H", "H", "H", "H", "H", "H", "H", "H", "H", "H", "H", "H", "H"], "coordinates": [[-1.0134, -1.5444, 1.9470], [1.6859, -0.2724, -1.4946], [1.2275, 2.1157, -0.9443], [-0.8822, -1.0529, 0.4899], [0.6202, 0.6985, -0.9682], [0.1751, 0.3072, 0.4805], [-0.3929, -2.1092, -0.3355], [-2.2040, -0.5827, 0.0646], [-0.4900, 0.7298, -1.9157], [1.2564, -0.1087, 1.3466], [-0.5315, 1.3645, 1.1967], [-1.1084, -2.7242, 2.1795], [-1.1677, -0.6082, 2.8631], [1.3747, -1.2987, -1.3241], [1.8090, -0.1036, -2.5618], [2.6457, -0.1063, -1.0107], [0.4590, 2.8624, -0.7714], [2.0009, 2.2084, -0.1823], [1.6726, 2.3171, -1.9139], [-0.9062, -2.1445, -1.2120], [-0.5246, -2.9919, 0.1615], [-2.5948, 0.0486, 0.7587], [-2.8363, -1.3756, -0.0122], [-0.5682, -0.1638, -2.3858], [-1.3730, 0.8889, -1.4415], [2.0517, 0.5159, 1.2629], [1.5634, -1.0450, 1.1168], [-0.9382, 0.2811, 2.4737], [-1.1626, 1.8664, 0.5819], [0.1519, 2.0275, 1.5505]], "lowdin_spin": [0.559, 0.000, 0.006, 0.167, 0.011, 0.048, 0.011, 0.137, 0.003, 0.017, 0.003, 0.817, 0.189, 0.000, 0.000, 0.000, 0.000, 0.000, 0.001, 0.001, 0.002, 0.007, 0.006, 0.000, 0.002, 0.001, 0.004, 0.005, 0.001, 0.001], "mol_weight_g_mol": 191.24, "spin_multiplicity": 3, "s_squared": 2.007, "homo_energy_ev": [-4.352, -8.658]}